Molecular formula: C15H25NO2
Method: DFT, ωB97M-V/def2-TZVPD

Values from the calculation:
SMILES string	CCN(CC)CCCCOc1ccccc1OC
E	-21544.7786	eV
LUMO	0.9007	eV
energy above the lowest of the compared OMol25 structures with the same formula, charge and spin	46.1	kcal/mol
Kohn-Sham gap	8.798	eV
net charge	0

Each line ends with the Mulliken charge.
Element x y z (Å)
O: -2.687 0.402 1.566  -0.36
O: -1.934 -1.875 0.619  -0.47
N: 1.732 0.016 -0.251  0.62
C: 2.121 -0.932 0.773  -1.03
C: -3.120 1.604 2.148  -0.96
C: 0.332 -2.534 -0.011  -0.16
C: -2.076 -1.068 -1.684  -0.50
C: -2.947 1.356 -0.664  -0.43
C: -2.630 0.326 0.204  0.71
C: 1.519 2.232 0.992  -1.35
C: -2.190 -0.913 -0.314  1.03
C: -2.394 -0.025 -2.543  -0.93
C: 0.878 1.103 0.173  -0.07
C: 4.103 0.832 -0.707  -1.03
C: 0.949 -1.825 1.195  -0.73
C: -1.107 -2.966 0.274  -0.91
C: -2.827 1.180 -2.036  -0.76
C: 2.751 0.324 -1.229  -0.81
H: -2.297 -0.167 -3.608  0.40
H: 2.176 2.842 0.377  0.30
H: -4.144 1.852 1.850  0.37
H: -1.140 -3.613 1.156  0.42
H: -1.521 -3.523 -0.577  0.36
H: 2.329 1.064 -1.914  0.37
H: -3.090 1.438 3.224  0.25
H: 3.998 1.768 -0.168  0.22
H: -3.074 1.996 -2.698  0.39
H: 4.774 0.992 -1.548  0.43
H: 2.540 -0.446 1.670  0.26
H: 0.739 2.875 1.393  0.43
H: -1.745 -2.006 -2.101  0.30
H: 4.557 0.102 -0.042  0.28
H: 0.920 -3.411 -0.287  0.44
H: 2.935 -0.593 -1.804  0.38
H: 0.423 1.529 -0.727  0.36
H: 0.072 0.664 0.763  -0.27
H: 2.900 -1.570 0.347  0.55
H: 0.339 -1.833 -0.848  0.17
H: 1.304 -2.553 1.927  0.47
H: 2.090 1.829 1.825  0.26
H: -3.281 2.308 -0.285  0.38
H: -2.457 2.438 1.893  0.35
H: 0.178 -1.223 1.677  0.29



Molecular formula: C29H62BN4O
Method: DFT, ωB97M-V/def2-TZVPD

Values from the calculation:
E	-39753.1760	eV
LUMO	2.3254	eV
energy above the lowest of the compared OMol25 structures with the same formula, charge and spin	0.0	kcal/mol
Kohn-Sham gap	6.463	eV
net charge	-1

Each line ends with the Mulliken charge.
Element x y z (Å)
O: -4.409 -0.377 -2.628  -0.44
N: -3.030 -3.738 2.915  0.13
N: -4.509 6.658 -4.153  0.12
N: -1.992 2.954 -1.058  -0.83
N: 7.491 -3.629 3.234  0.08
C: -1.580 -3.790 2.763  -0.52
C: 6.234 -4.168 2.721  -0.75
C: -3.761 -0.427 -1.135  -0.61
C: 7.551 -3.463 4.683  -0.70
C: -3.332 -6.066 3.933  -0.96
C: -2.183 1.191 -2.906  -0.46
C: 2.459 0.729 -2.749  -0.78
C: -4.233 5.442 -3.386  -0.68
C: -3.811 -3.827 1.685  -0.58
C: 9.444 -2.133 2.780  -1.45
C: -5.914 7.049 -4.124  -0.30
C: -4.450 5.491 -1.875  -1.07
C: 4.512 -2.564 -1.328  -0.96
C: 5.011 -3.253 2.735  -0.86
C: -3.617 8.567 -2.703  -0.98
C: 8.010 -2.522 2.437  -0.26
C: -3.538 7.733 -3.983  -0.65
C: 0.231 2.001 -1.929  -0.80
C: 3.351 -1.457 -1.444  0.75
C: 2.142 -1.436 -0.475  -0.37
C: 6.831 -2.259 5.291  -0.96
C: -3.522 -4.552 4.024  -0.69
C: 3.493 -0.405 -2.572  -0.57
C: -6.273 8.135 -5.133  -1.43
C: 1.257 0.771 -1.734  0.63
C: -1.024 -2.742 1.806  -1.16
C: 1.072 -0.306 -0.615  -0.13
C: -2.906 -0.344 -2.602  0.38
C: -3.621 -5.067 0.810  -1.09
B: -1.339 1.635 -1.564  0.73
H: -4.863 4.640 -3.790  0.32
H: -3.627 8.413 -4.838  0.37
H: -6.525 6.173 -4.370  0.43
H: 10.118 -2.990 2.695  0.33
H: -2.570 -5.342 0.696  0.24
H: -5.408 5.940 -1.604  0.35
H: -3.043 1.883 -3.190  0.04
H: -6.225 7.378 -3.125  0.26
H: 9.526 -1.724 3.790  0.29
H: -3.207 5.115 -3.585  0.34
H: -1.321 -1.734 2.104  0.31
H: -3.519 -6.518 4.912  0.40
H: 5.270 -2.131 -0.566  0.11
H: 0.286 2.428 -2.989  0.18
H: 2.525 1.525 -3.566  0.25
H: -3.027 -4.206 4.940  0.41
H: -2.526 7.324 -4.073  0.34
H: -1.451 0.957 -3.754  0.25
H: 5.226 -2.260 2.335  0.23
H: 7.202 -2.086 6.306  0.37
H: 7.375 -1.631 2.514  0.25
H: -1.352 -2.913 0.777  0.30
H: -3.591 -2.944 1.076  0.26
H: -1.239 -4.781 2.438  0.25
H: -1.391 0.868 -0.657  -0.36
H: -1.428 3.360 -0.295  0.21
H: 4.368 -0.430 -3.305  0.18
H: -2.318 -6.343 3.637  0.27
H: 8.006 -2.819 1.382  0.39
H: -4.585 -4.338 4.186  0.35
H: -2.287 -1.317 -2.939  0.29
H: -4.876 -3.726 1.924  0.32
H: 4.221 -3.687 2.115  0.35
H: 4.132 -3.535 -0.867  0.27
H: 2.015 -2.219 0.340  0.08
H: 5.100 -2.710 -2.297  0.32
H: -4.723 -0.976 -0.904  0.39
H: 4.598 -3.144 3.740  0.27
H: 6.999 -1.340 4.726  0.24
H: -3.123 -1.401 -0.926  -0.18
H: -1.920 3.633 -1.838  0.10
H: -4.441 4.475 -1.471  0.42
H: 9.793 -1.361 2.089  0.43
H: -4.168 -5.924 1.201  0.32
H: 8.605 -3.413 4.978  0.38
H: -4.012 -4.869 -0.193  0.42
H: -1.119 -3.605 3.739  0.45
H: -3.651 6.037 -1.370  0.19
H: -4.642 8.842 -2.444  0.24
H: 0.189 -0.303 0.097  0.20
H: -5.999 7.838 -6.149  0.32
H: -5.784 9.084 -4.902  0.29
H: -7.352 8.314 -5.115  0.44
H: 6.403 -4.487 1.686  0.39
H: 5.758 -2.429 5.370  0.28
H: -4.038 -6.521 3.236  0.22
H: 7.183 -4.374 5.167  0.33
H: 5.990 -5.092 3.259  0.34
H: -3.058 9.498 -2.839  0.37
H: 0.579 2.804 -1.169  0.20
H: -3.169 8.049 -1.857  0.30
H: 0.069 -2.783 1.808  0.31



Molecular formula: H24NO10
Method: DFT, ωB97M-V/def2-TZVPD

Values from the calculation:
E	-22347.4097	eV
LUMO	-3.3024	eV
energy above the lowest of the compared OMol25 structures with the same formula, charge and spin	78.1	kcal/mol
Kohn-Sham gap	10.479	eV
net charge	+1

Each line ends with the Mulliken charge.
Element x y z (Å)
O: -1.869 0.000 -3.466  -0.66
O: -1.675 1.346 2.773  -0.57
O: -2.629 2.170 -0.489  -0.61
O: 1.294 -2.146 1.697  -0.66
O: -0.485 -2.205 -2.265  -0.61
O: 1.525 1.839 -2.384  -0.55
O: 2.232 0.803 1.923  -0.55
O: -2.037 -1.602 1.253  -0.58
O: 0.280 -1.259 4.168  -0.60
O: 2.709 -0.890 -2.882  -0.53
N: 0.008 0.181 -0.136  -0.07
H: 2.591 -0.055 -2.742  0.28
H: 0.632 -1.543 3.328  0.39
H: -1.911 0.871 -4.073  0.32
H: 2.217 -2.086 2.150  0.34
H: 3.115 0.617 1.579  0.30
H: 1.017 2.613 -2.150  0.25
H: -1.119 1.544 3.580  0.32
H: -2.751 -0.115 -3.074  0.33
H: 0.222 -2.787 -2.599  0.31
H: 0.989 0.459 -0.564  0.32
H: -3.025 2.535 0.299  0.30
H: -1.863 2.195 2.355  0.27
H: 1.507 1.968 -3.281  0.29
H: -2.290 2.876 -1.187  0.33
H: -0.525 -0.034 -1.012  0.19
H: 1.332 -2.924 1.212  0.24
H: 2.348 1.148 2.782  0.27
H: -2.760 -1.431 0.710  0.28
H: 2.647 -1.360 -2.103  0.28
H: 0.819 -0.637 4.584  0.28
H: 0.210 -0.498 0.549  0.17
H: -2.088 -1.128 2.027  0.28
H: -0.113 1.054 0.312  0.36
H: -0.563 -1.525 -2.871  0.31



Molecular formula: C34H43Br3EuNO9P2
Method: DFT, ωB97M-V/def2-TZVPD

Values from the calculation:
2S+1	7
E	-303917.8508	eV
LUMO (spin up / spin down)	3.5250 / 2.0632	eV
energy above the lowest of the compared OMol25 structures with the same formula, charge and spin	111.6	kcal/mol
Kohn-Sham gap (spin up / spin down)	4.063 / 4.967	eV
<S²>	12.039
net charge	-2

Each line ends with the Mulliken charge.
Element x y z (Å)
Eu: -0.963 -2.598 22.886  0.99
Br: -2.909 -3.131 19.872  -0.22
Br: -0.118 -2.979 18.202  -0.13
Br: 5.564 -3.248 17.725  -0.29
P: -0.021 -4.288 26.247  -0.05
P: -0.251 -5.952 23.894  0.64
O: -3.196 -3.043 22.787  0.99
O: 1.538 -4.591 26.309  -0.64
O: -0.598 -4.104 27.587  -0.79
O: -0.191 -3.179 25.238  0.35
O: -0.974 -4.933 23.075  -0.26
O: -0.546 -5.632 25.491  -0.41
O: -0.337 -7.430 23.724  -0.82
O: 1.369 -5.608 23.758  -0.70
O: 0.551 -3.174 21.151  -0.14
N: 2.987 -3.413 22.426  0.50
C: 2.969 -3.351 21.065  0.18
C: 3.991 -3.169 18.890  0.13
C: -0.991 -0.068 21.856  0.12
C: -0.112 -0.236 23.991  0.67
C: 4.085 -3.317 23.081  0.75
C: 1.592 -3.031 19.026  0.32
C: -4.104 -5.015 24.981  -1.27
C: -1.553 -0.188 24.071  0.61
C: -7.114 -6.816 19.637  -1.65
C: 4.141 -3.261 20.284  0.52
C: 4.129 -3.544 24.560  -1.34
C: 5.327 -3.202 22.386  -0.99
C: -5.227 -4.055 24.537  2.80
C: -6.378 -4.746 22.376  -0.66
C: -8.284 -4.812 19.188  -1.90
C: -2.106 -0.019 22.807  0.92
C: 5.340 -3.211 21.005  -1.05
C: -5.620 -4.119 20.230  -0.53
C: -6.570 -4.804 21.014  0.06
C: -5.307 -4.066 23.004  -0.11
C: 1.611 -0.201 22.077  -1.77
C: -2.343 -0.205 25.428  -1.73
C: 0.210 -0.194 22.618  0.65
C: -4.483 -3.557 20.857  0.33
C: -8.800 -5.985 21.309  -1.98
C: -4.943 -2.628 25.117  -1.51
C: 0.835 -0.181 25.171  -1.70
C: -1.059 -0.028 20.324  -1.12
C: -4.261 -3.496 22.248  -0.84
C: -6.492 -4.605 25.214  -2.61
C: -7.712 -5.641 20.319  2.29
C: 1.609 -3.220 20.454  -0.36
C: -3.580 0.241 22.384  -1.65
C: 2.766 -3.034 18.250  -0.53
H: 1.811 0.094 24.807  0.45
H: 5.055 -3.234 25.024  0.48
H: -4.107 -5.058 26.078  0.45
H: -1.116 1.016 20.039  0.32
H: 6.296 -3.173 20.523  0.32
H: -7.893 -7.467 19.165  0.38
H: -2.516 -1.232 25.653  0.29
H: 2.246 -0.951 22.570  0.20
H: 1.565 -0.404 21.061  0.60
H: 4.070 -4.610 24.762  0.20
H: -6.510 -4.282 26.226  0.50
H: -3.128 -4.666 24.655  -0.07
H: -4.036 -2.176 24.927  -0.27
H: 0.905 -1.113 25.711  0.05
H: -6.480 -7.343 20.361  0.34
H: -2.005 -0.563 19.981  0.16
H: -9.267 -5.231 18.767  0.38
H: -7.715 -4.815 18.316  0.41
H: -8.372 -6.549 22.114  0.37
H: -5.730 -1.994 24.599  0.29
H: 0.519 0.625 25.841  0.46
H: -7.075 -5.224 23.089  0.04
H: -6.449 -6.498 18.822  0.38
H: 3.281 -3.040 25.061  0.16
H: -8.511 -3.799 19.435  0.40
H: -1.647 0.164 26.189  0.43
H: -9.641 -6.534 20.843  0.41
H: 6.296 -3.175 22.874  0.38
H: -7.468 -4.229 24.819  0.43
H: -3.221 0.437 25.354  0.37
H: 1.696 -4.920 25.421  0.31
H: -6.551 -5.647 25.119  0.49
H: 1.572 -4.724 23.365  0.38
H: -9.231 -5.069 21.759  0.38
H: -3.722 1.291 22.178  0.41
H: 2.038 0.828 22.209  0.31
H: 2.653 -2.866 17.196  0.44
H: -5.101 -2.601 26.211  0.44
H: -4.248 -0.010 23.174  0.41
H: -3.849 -0.338 21.541  0.27
H: -0.194 -0.524 19.877  0.01
H: -4.217 -6.024 24.586  0.35
H: -5.610 -4.133 19.184  0.43



Molecular formula: Br2ClHSi
Method: DFT, ωB97M-V/def2-TZVPD

Values from the calculation:
E	-160500.1435	eV
LUMO (spin up / spin down)	-0.4464 / -3.8253	eV
energy above the lowest of the compared OMol25 structures with the same formula, charge and spin	94.7	kcal/mol
Kohn-Sham gap (spin up / spin down)	10.900 / 3.039	eV
net charge	0

Each line ends with the Mulliken charge.
Element x y z (Å)
Br: -4.029 0.088 -0.496  -0.02
Br: 2.056 -1.278 -1.152  -0.13
Cl: 1.469 0.291 2.006  -0.16
Si: 0.828 0.083 0.081  0.33
H: -0.325 0.816 -0.439  -0.01